A cluster of 2 separate species, C3H11N2O2 in total. Source: OMol25; level of theory: wB97M-V/def2-TZVPD.

Values from the calculation:
LUMO = -0.1388 hartree
charge = +1
HOMO level = -13.227 eV
ΔE to the lowest compared entry with this formula, charge and spin = 247.19 kJ/mol
2S+1 = 1

Geometry (Å):
C -0.53523 1.81250 -1.02070
N -1.16765 3.07990 -1.06326
O -0.93957 0.84417 -1.59454
H 0.40315 1.81478 -0.43420
H -1.64652 3.21533 -0.16677
H -0.43377 3.78521 -1.03289
C 1.06292 -1.28934 1.49175
O 1.68501 -0.01643 1.46928
C 0.24377 -1.28697 0.21753
N -0.47659 -2.61923 0.09747
H 0.46613 -1.40078 2.40124
H 1.79204 -2.10571 1.42429
H 2.33024 0.00821 2.18260
H -0.52848 -0.53169 0.21034
H 0.93058 -1.17739 -0.61575
H -0.87914 -2.84706 1.00536
H 0.11654 -3.39248 -0.20227
H -1.24776 -2.54069 -0.57619

These are the natural (NBO) partial charges, in e, on atoms 1 to 4: atom 1 (C): 0.555, atom 2 (N): -0.865, atom 3 (O): -0.549, atom 4 (H): 0.099